{"formula": "C29H48AlNP3SSe", "method": "wB97M-V/def2-TZVPD", "homo_energy_ha": [-0.6003, -0.6018], "multiplicity": 1, "lumo_ev": [-11.43, -11.45], "gap_ev": [4.9, 4.9], "molar_mass_da": 641.64, "total_charge": 3, "symbols": ["Al", "P", "P", "P", "H", "C", "C", "H", "C", "C", "C", "C", "C", "C", "C", "C", "C", "H", "H", "H", "H", "H", "H", "H", "H", "H", "H", "H", "H", "H", "H", "H", "H", "H", "H", "H", "H", "H", "H", "H", "H", "H", "H", "H", "H", "H", "C", "C", "C", "C", "C", "C", "Se", "H", "H", "H", "H", "H", "H", "N", "S", "C", "C", "C", "C", "C", "C", "C", "C", "C", "C", "C", "C", "H", "H", "H", "H", "H", "H", "H", "H", "H", "H", "H"], "positions_angstrom": [[0.07214, 0.54476, 0.18530], [0.36032, -2.14325, -1.29971], [1.89689, -0.79898, 1.29953], [-0.40634, 1.17634, -2.31205], [3.25576, 5.69005, 1.94658], [2.27315, 5.94195, 1.53412], [1.27811, 5.02322, 1.51289], [1.41036, 3.98547, 1.75812], [1.71510, -2.60271, -2.48716], [0.38568, -3.70385, -0.31003], [-1.07509, -2.57877, -2.37618], [2.89730, 0.48841, 2.16427], [1.36094, -1.77800, 2.75404], [3.31201, -1.83907, 0.80235], [-0.00278, 2.97565, -2.41157], [-2.17222, 1.12045, -2.82461], [0.35476, 0.62330, -3.88251], [2.08921, 6.98197, 1.23429], [0.26408, 5.37966, 1.31832], [1.47308, -3.59146, -2.90528], [2.69541, -2.63788, -1.99760], [1.81503, -1.87543, -3.30266], [0.50938, -4.56034, -0.98554], [-0.56096, -3.82011, 0.22352], [1.16144, -3.78839, 0.46052], [-0.86493, -3.50345, -2.93000], [-1.32278, -1.80116, -3.10431], [-1.98969, -2.75185, -1.80251], [3.43240, 0.00205, 2.99235], [2.20420, 1.23772, 2.55909], [3.62720, 1.00818, 1.52663], [2.23396, -2.00781, 3.37880], [0.89087, -2.72148, 2.45164], [0.64571, -1.17276, 3.32683], [3.78478, -2.02183, 1.78367], [3.99106, -1.26766, 0.15111], [3.02059, -2.77397, 0.30853], [-0.56026, 3.45241, -3.23103], [1.07013, 3.18052, -2.54352], [-0.29247, 3.43703, -1.46065], [-2.25800, 1.67791, -3.76714], [-2.78382, 1.60032, -2.04865], [-2.53736, 0.09517, -2.97902], [-0.01911, 1.26303, -4.69786], [0.12796, -0.42299, -4.11408], [1.44334, 0.73859, -3.79639], [3.65155, 2.34663, -1.57071], [3.45056, 3.39210, -0.64685], [4.06016, 4.61530, -0.88971], [4.90623, 4.76498, -1.99116], [5.08930, 3.75096, -2.93821], [4.44250, 2.53767, -2.73830], [3.02686, 0.59836, -1.52870], [1.35751, 1.64371, -0.00726], [2.80751, 3.19850, 0.21746], [3.89517, 5.47340, -0.23425], [5.45663, 5.69677, -2.12177], [5.72629, 3.88198, -3.82021], [4.52170, 1.69973, -3.43782], [-1.49873, -0.31986, 0.69034], [-2.09941, -1.00599, 2.09036], [-3.64824, -0.21070, 2.37571], [-4.46441, 0.35347, 1.38158], [-5.70481, 0.90339, 1.76724], [-6.12467, 0.85701, 3.09632], [-5.32062, 0.24776, 4.06519], [-4.08908, -0.30050, 3.70493], [-2.49690, -2.71258, 1.70968], [-1.95762, -3.68336, 2.57886], [-2.14039, -5.04466, 2.33274], [-2.90234, -5.46323, 1.22964], [-3.52517, -4.49148, 0.43861], [-3.34873, -3.12133, 0.68618], [-2.20933, -0.40181, -0.06684], [-4.14568, 0.29865, 0.33848], [-6.39711, 1.32233, 1.02833], [-7.12079, 1.23163, 3.37067], [-5.65698, 0.15914, 5.08877], [-3.49059, -0.84414, 4.42907], [-1.39276, -3.34830, 3.45276], [-1.69301, -5.75942, 3.02369], [-3.07144, -6.53347, 1.04408], [-4.21207, -4.80797, -0.34792], [-3.88763, -2.38567, 0.09653]], "atomic_forces_ev_per_a": [[1.2, -1.8, -1.6], [0.4, -1.0, -0.8], [0.6, 0.3, 1.8], [-0.8, 0.9, -0.6], [-0.2, 0.1, -0.4], [-1.0, -1.0, 0.4], [0.6, 2.0, -0.1], [0.1, -0.2, 0.4], [0.0, 0.3, 0.0], [-0.1, -0.2, 0.4], [-0.3, 0.1, -0.1], [-0.3, 0.1, 0.1], [-0.3, 0.1, 0.0], [0.0, -0.1, -0.6], [-0.2, 0.0, 0.4], [0.0, 0.2, 0.4], [0.5, -0.4, 0.2], [0.1, -0.5, 0.3], [0.2, -0.4, -0.3], [0.2, 0.3, 0.1], [-0.2, -0.1, 0.0], [-0.2, -0.2, 0.1], [-0.1, 0.2, 0.1], [0.0, 0.0, -0.2], [0.0, 0.2, -0.3], [0.0, 0.2, 0.1], [0.2, -0.1, 0.0], [0.2, 0.0, 0.2], [-0.1, 0.3, -0.2], [0.2, 0.0, 0.2], [-0.3, -0.3, 0.1], [-0.3, 0.1, -0.1], [0.0, 0.2, 0.1], [0.2, -0.3, 0.0], [0.0, -0.2, -0.6], [-0.1, -0.4, 0.4], [0.2, 0.2, 0.3], [0.2, -0.2, 0.2], [-0.3, -0.3, 0.0], [0.0, 0.1, -0.2], [-0.1, -0.1, 0.3], [0.0, 0.0, -0.3], [0.2, 0.3, 0.1], [0.1, -0.2, 0.4], [0.0, 0.2, 0.0], [-0.3, -0.1, -0.3], [0.1, -0.7, -0.6], [-0.1, 0.4, 0.4], [-0.6, -0.5, 0.6], [0.6, 0.3, -0.6], [-0.2, -1.0, -0.3], [0.6, 0.6, -0.4], [-0.2, 1.2, 0.6], [-0.6, -0.1, 0.2], [0.3, 0.4, -0.3], [0.0, -0.5, -0.1], [-0.2, -0.1, 0.0], [-0.3, 0.1, 0.5], [0.2, 0.5, 0.1], [-1.0, 0.1, -0.2], [0.1, 0.1, -0.6], [-1.1, 0.1, 0.3], [-0.1, -0.1, 0.5], [0.3, -0.3, -0.4], [0.0, -0.2, 0.2], [0.2, -0.1, -0.4], [-0.1, 0.2, -0.3], [0.0, -0.8, 0.4], [0.3, 0.5, -0.1], [-0.1, 0.1, -0.2], [0.0, 0.3, 0.5], [-0.2, 0.2, 0.0], [0.1, -0.2, -0.2], [0.8, 0.2, 0.6], [-0.3, 0.3, 0.2], [0.5, -0.2, 0.2], [0.6, -0.1, -0.2], [0.0, 0.1, 0.0], [0.0, 0.2, 0.1], [-0.1, -0.2, -0.3], [-0.2, 0.1, -0.3], [0.1, 0.6, 0.0], [0.3, 0.2, 0.2], [0.0, -0.1, -0.1]]}